(1)
Molecular formula: CH38BFINO21S
Method: DFT, ωB97M-V with the def2-TZVPD basis set

```
65
CH38BFINO21S | the OMol25 dataset | ωB97M-V with the def2-TZVPD basis set
C 1.61 1.89 -0.50
O 0.80 2.44 -1.59
B 0.15 3.57 -1.22
O 0.67 4.77 -1.54
N -1.12 3.54 -0.42
I -2.18 5.30 -0.93
S -2.09 2.28 -0.92
O -1.59 1.04 -0.49
O -2.38 2.36 -2.29
F -3.44 2.53 -0.20
H 2.63 2.27 -0.53
H 1.13 2.19 0.43
H 1.67 0.82 -0.58
H 1.64 4.71 -1.42
O 3.10 4.05 -2.63
H 3.88 4.49 -3.00
H 3.11 3.17 -3.04
O -5.22 5.08 -0.68
H -5.27 4.23 -1.12
H -6.13 5.40 -0.66
O 0.49 -0.52 -1.91
H 0.34 -1.36 -2.36
H -0.38 -0.11 -1.89
O -1.87 -1.18 -3.24
H -2.22 -0.40 -3.68
H -2.63 -1.76 -3.11
O 2.56 0.78 -3.88
H 2.12 0.55 -4.71
H 1.86 0.75 -3.22
O -3.88 -3.55 -3.20
H -3.22 -4.05 -3.70
H -4.72 -3.95 -3.46
O 2.88 -0.56 0.91
H 3.70 -1.07 1.03
H 2.31 -1.14 0.39
O -4.29 6.38 2.04
H -4.69 6.08 1.22
H -4.99 6.29 2.70
O -0.96 -1.60 1.29
H -1.43 -0.90 0.83
H -1.63 -2.28 1.42
O 0.34 -3.77 3.13
H -0.13 -3.07 2.67
H -0.32 -4.45 3.26
O -4.44 -2.88 -0.14
H -4.37 -3.15 -1.07
H -3.97 -2.04 -0.10
O 0.49 -5.25 6.08
H 1.34 -5.29 6.52
H 0.62 -4.61 5.37
O 3.83 6.61 -0.49
H 3.70 5.74 -0.89
H 2.95 7.00 -0.50
O 5.96 -0.90 0.41
H 6.79 -1.09 0.86
H 6.20 -0.28 -0.28
O -2.82 -5.31 6.78
H -2.70 -6.25 6.92
H -1.96 -5.00 6.48
O 2.57 -7.50 5.83
H 2.56 -8.36 5.41
H 1.65 -7.22 5.83
O 3.72 -1.85 -4.45
H 3.90 -1.04 -3.97
H 3.77 -2.55 -3.79
```

Properties
**Energy**: -2516.34599 hartree
**Gap between HOMO and LUMO**: 8.83 eV

---

(2)
Molecular formula: CH3Br2N
Method: DFT, ωB97M-V with the def2-TZVPD basis set

```
7
CH3Br2N | the OMol25 dataset | ωB97M-V with the def2-TZVPD basis set
C 0.28 0.18 -0.41
N -0.07 -0.26 -1.57
Br -1.85 -2.80 -1.76
Br -0.25 0.92 -2.98
H 0.68 1.23 -0.33
H -0.90 -1.16 -1.49
H 0.31 -0.51 0.32
```

Properties
**Energy**: -5242.60202 hartree
**Relative energy (zero: lowest compared OMol25 entry of this formula, charge and spin)**: 19.0 kcal per mole
**Gap between HOMO and LUMO**: 7.15 eV

---

(3)
Molecular formula: CH3Br2OP
Method: DFT, ωB97M-V with the def2-TZVPD basis set

```
8
CH3Br2OP | the OMol25 dataset | ωB97M-V with the def2-TZVPD basis set
C -1.05 0.92 0.09
O -1.00 0.07 -0.89
P 1.86 -1.29 -1.09
Br 2.09 0.03 0.70
Br 1.31 -3.18 -0.13
H -1.80 0.64 0.82
H -1.40 1.96 -0.04
H -0.01 0.84 0.54
```

Properties
**Energy**: -5604.39604 hartree
**Relative energy (zero: lowest compared OMol25 entry of this formula, charge and spin)**: 126.1 kcal per mole
**Gap between HOMO and LUMO (spin up / spin down)**: 5.56 / 5.57 eV

---

(4)
Molecular formula: CH3Br2P
Method: DFT, ωB97M-V with the def2-TZVPD basis set

```
7
CH3Br2P | the OMol25 dataset | ωB97M-V with the def2-TZVPD basis set
C 0.20 -0.30 -0.69
P -1.36 -0.09 0.15
Br 1.11 -1.96 -0.05
Br 2.03 1.74 0.26
H 0.51 -0.19 -1.66
H -1.44 1.33 0.53
H -1.06 -0.53 1.46
```

Properties
**Energy**: -5529.16838 hartree
**Relative energy (zero: lowest compared OMol25 entry of this formula, charge and spin)**: 101.2 kcal per mole
**Gap between HOMO and LUMO (spin up / spin down)**: 7.83 / 6.37 eV

---

(5)
Molecular formula: CH3Br3P
Method: DFT, ωB97M-V with the def2-TZVPD basis set

```
8
CH3Br3P | the OMol25 dataset | ωB97M-V with the def2-TZVPD basis set
C 1.23 -0.01 0.00
P -0.83 -0.08 0.02
Br -1.62 -2.09 0.47
Br -1.59 1.30 1.50
Br -1.53 0.68 -1.89
H 1.62 -0.78 -0.79
H 1.53 -0.03 1.04
H 1.19 1.00 -0.34
```

Properties
**Energy**: -8103.05817 hartree
**Net charge**: +1
**Relative energy (zero: lowest compared OMol25 entry of this formula, charge and spin)**: 10.2 kcal per mole
**Gap between HOMO and LUMO**: 9.81 eV